[1]
Density functional theory data (ωB97M-V/def2-TZVPD) for C2H4O3S as an isolated structure.

Summary:
Gap between HOMO and LUMO (eV): 11.47
Spin multiplicity: 1
Molar mass (g/mol): 108.12

Each line ends with the natural charge from an NBO analysis.
CARTESIAN COORDINATES (ANGSTROEM)
S 1.6060 0.8395 -0.0278  1.71
O 2.2748 -0.3379 0.5845  -0.92
O 0.7440 0.1064 -1.2415  -0.69
O 0.2321 1.1490 0.8806  -0.72
C -0.2381 -0.6719 -0.5296  -0.14
C -0.9490 0.3644 0.3752  -0.10
H -1.6648 1.0989 0.0348  0.21
H -1.3459 -0.1564 1.2540  0.20
H 0.2586 -1.4329 0.0389  0.23
H -0.9177 -0.9591 -1.3692  0.22

=====

[2]
Density functional theory data (ωB97M-V/def2-TZVPD) for a single C2H4O3S molecule.

Summary:
Gap between HOMO and LUMO (alpha / beta) (eV): 9.11 / 5.77
Spin multiplicity: 1
Molar mass (g/mol): 108.12

Each line ends with the natural charge from an NBO analysis.
CARTESIAN COORDINATES (ANGSTROEM)
S 1.5988 0.4643 -1.5311  0.93
O 2.9455 -0.0957 -1.5421  -0.80
O -1.2879 0.7937 1.3148  -0.32
O -0.3710 -0.5938 -0.3162  -0.55
C 0.8271 -0.0101 0.0537  -0.32
C -1.5513 -0.0514 0.3998  0.14
H 0.5975 0.8667 0.6944  0.22
H -2.0393 -0.9904 0.7644  0.25
H 1.4925 -0.6983 0.5855  0.21
H -2.2118 0.3149 -0.4233  0.23

=====

Let's list E_tot in order: -19115.107; -19112.290 eV.